# 1
This record from the OMol25 dataset describes the molecule C4H5FOS in a non-equilibrium geometry. The level of theory is the ωB97M-V functional and the def2-TZVPD basis.

Geometry as ORCA input:
```
! RIJCOSX wB97M-V def2-TZVPD def2/J DEFGRID3
* xyz 0 1
C 0.666 -0.150 -1.308
C 0.355 1.445 -1.031
O 0.196 2.447 -1.712
S -0.095 1.670 0.646
C -0.119 0.009 1.395
C -1.193 -0.833 1.478
F -2.214 -0.805 0.841
H 1.094 -0.376 -2.290
H 1.529 -0.595 -0.708
H -0.391 -0.671 -1.151
H 0.945 -0.273 1.982
H -0.773 -1.868 1.858
*
```

The energy above the lowest of the compared OMol25 structures with the same formula, charge and spin comes out at 236.1 kJ/mol. The value obtained for the calculated total energy is -728.5972 hartree. For the HOMO energy, the calculation gives -9.473 eV. The calculation puts the frontier orbital gap at 10.1 eV. Its structure (SMILES) is CC(=O)S/C=C\F.


# 2
This record from the OMol25 dataset describes a structure of composition C18H27IrN6O8PS2 in a non-equilibrium geometry. The level of theory is the ωB97M-V functional and the def2-TZVPD basis.

Geometry as ORCA input:
```
! RIJCOSX wB97M-V def2-TZVPD def2/J DEFGRID3
* xyz 0 6
Ir 0.649 -0.289 0.868
N 3.252 -2.069 4.013
C 2.309 -1.395 3.269
S 1.646 -2.305 1.742
N 1.831 -0.288 3.667
N 0.763 0.271 2.994
C -0.012 0.950 3.827
C -1.076 1.771 3.599
C -1.984 2.059 4.726
C -3.152 2.648 4.604
C -3.519 3.271 3.366
C -2.629 3.211 2.334
N -1.494 2.470 2.437
H 3.566 -2.973 3.669
H 3.658 -1.658 4.803
H 0.344 0.923 4.800
H -1.505 1.701 5.546
H -3.808 2.564 5.468
H -4.455 3.880 3.346
H -2.798 3.691 1.307
O -1.580 3.263 -0.582
S -0.536 2.630 0.093
O 0.843 2.904 -0.173
O -0.456 3.019 1.694
O -0.964 1.194 0.205
C 0.800 1.134 -4.245
C 1.482 -0.200 -4.173
C 2.476 -0.410 -3.016
C 3.163 -1.845 -3.038
C 2.211 -3.020 -2.609
C 3.652 0.549 -2.910
O 4.164 1.015 -3.912
N 4.172 0.746 -1.675
C 3.374 0.660 -0.540
O 3.752 0.944 0.564
N 2.134 0.131 -0.663
C 1.632 -0.439 -1.758
O 0.506 -0.954 -1.698
H 0.261 1.476 -3.342
H 0.055 1.045 -5.047
H 1.495 1.905 -4.520
H 1.859 -0.512 -5.124
H 0.693 -0.939 -3.983
H 4.030 -1.843 -2.432
H 3.565 -2.116 -4.033
H 1.280 -3.089 -3.177
H 1.931 -2.983 -1.585
H 2.796 -3.909 -2.686
H 5.003 1.261 -1.565
C -3.081 -3.021 -0.414
P -2.769 -1.319 -0.044
C -4.237 -0.835 0.924
C -2.740 -0.459 -1.587
O -1.423 -1.236 0.681
H -3.951 -3.173 -1.037
H -3.047 -3.605 0.536
H -2.150 -3.205 -0.979
H -5.184 -0.885 0.244
H -4.124 0.183 1.359
H -4.356 -1.569 1.732
H -3.445 -0.964 -2.266
H -1.764 -0.547 -2.046
H -3.108 0.584 -1.560
*
```

The energy above the lowest of the compared OMol25 structures with the same formula, charge and spin comes out at 216.5 kJ/mol. As for the expectation value of S²: 8.790. The value obtained for the calculated total energy is -2874.4924 hartree. For the HOMO energy (spin up / spin down), the calculation gives -6.883 / -8.450 eV. The calculation puts the frontier orbital gap (spin up / spin down) at 7.2 / 6.5 eV.


Repeat the first record exactly.
This record from the OMol25 dataset describes the molecule C4H5FOS in a non-equilibrium geometry. The level of theory is the ωB97M-V functional and the def2-TZVPD basis.

Geometry as ORCA input:
```
! RIJCOSX wB97M-V def2-TZVPD def2/J DEFGRID3
* xyz 0 1
C 0.666 -0.150 -1.308
C 0.355 1.445 -1.031
O 0.196 2.447 -1.712
S -0.095 1.670 0.646
C -0.119 0.009 1.395
C -1.193 -0.833 1.478
F -2.214 -0.805 0.841
H 1.094 -0.376 -2.290
H 1.529 -0.595 -0.708
H -0.391 -0.671 -1.151
H 0.945 -0.273 1.982
H -0.773 -1.868 1.858
*
```

The energy above the lowest of the compared OMol25 structures with the same formula, charge and spin comes out at 236.1 kJ/mol. The value obtained for the calculated total energy is -728.5972 hartree. For the HOMO energy, the calculation gives -9.473 eV. The calculation puts the frontier orbital gap at 10.1 eV. Its structure (SMILES) is CC(=O)S/C=C\F.


Which of these has the lowest calculated total energy? C18H27IrN6O8PS2


Which of these has the highest calculated total energy? C4H5FOS


Please write out number 2 again, unchanged.
This record from the OMol25 dataset describes a structure of composition C18H27IrN6O8PS2 in a non-equilibrium geometry. The level of theory is the ωB97M-V functional and the def2-TZVPD basis.

Geometry as ORCA input:
```
! RIJCOSX wB97M-V def2-TZVPD def2/J DEFGRID3
* xyz 0 6
Ir 0.649 -0.289 0.868
N 3.252 -2.069 4.013
C 2.309 -1.395 3.269
S 1.646 -2.305 1.742
N 1.831 -0.288 3.667
N 0.763 0.271 2.994
C -0.012 0.950 3.827
C -1.076 1.771 3.599
C -1.984 2.059 4.726
C -3.152 2.648 4.604
C -3.519 3.271 3.366
C -2.629 3.211 2.334
N -1.494 2.470 2.437
H 3.566 -2.973 3.669
H 3.658 -1.658 4.803
H 0.344 0.923 4.800
H -1.505 1.701 5.546
H -3.808 2.564 5.468
H -4.455 3.880 3.346
H -2.798 3.691 1.307
O -1.580 3.263 -0.582
S -0.536 2.630 0.093
O 0.843 2.904 -0.173
O -0.456 3.019 1.694
O -0.964 1.194 0.205
C 0.800 1.134 -4.245
C 1.482 -0.200 -4.173
C 2.476 -0.410 -3.016
C 3.163 -1.845 -3.038
C 2.211 -3.020 -2.609
C 3.652 0.549 -2.910
O 4.164 1.015 -3.912
N 4.172 0.746 -1.675
C 3.374 0.660 -0.540
O 3.752 0.944 0.564
N 2.134 0.131 -0.663
C 1.632 -0.439 -1.758
O 0.506 -0.954 -1.698
H 0.261 1.476 -3.342
H 0.055 1.045 -5.047
H 1.495 1.905 -4.520
H 1.859 -0.512 -5.124
H 0.693 -0.939 -3.983
H 4.030 -1.843 -2.432
H 3.565 -2.116 -4.033
H 1.280 -3.089 -3.177
H 1.931 -2.983 -1.585
H 2.796 -3.909 -2.686
H 5.003 1.261 -1.565
C -3.081 -3.021 -0.414
P -2.769 -1.319 -0.044
C -4.237 -0.835 0.924
C -2.740 -0.459 -1.587
O -1.423 -1.236 0.681
H -3.951 -3.173 -1.037
H -3.047 -3.605 0.536
H -2.150 -3.205 -0.979
H -5.184 -0.885 0.244
H -4.124 0.183 1.359
H -4.356 -1.569 1.732
H -3.445 -0.964 -2.266
H -1.764 -0.547 -2.046
H -3.108 0.584 -1.560
*
```

The energy above the lowest of the compared OMol25 structures with the same formula, charge and spin comes out at 216.5 kJ/mol. As for the expectation value of S²: 8.790. The value obtained for the calculated total energy is -2874.4924 hartree. For the HOMO energy (spin up / spin down), the calculation gives -6.883 / -8.450 eV. The calculation puts the frontier orbital gap (spin up / spin down) at 7.2 / 6.5 eV.